(1)
This record from the OMol25 dataset describes a structure of composition C2H4N2O2 at a distorted geometry. The level of theory is the ωB97M-V functional and the def2-TZVPD basis.

Each line ends with the Mulliken charge.
Cartesian coordinates (Å):
C (0.31, -0.07, -0.50)  -0.36
C (-0.99, 0.06, 0.21)  -0.08
N (0.19, 0.25, 0.90)  -0.47
N (-1.55, -1.69, 0.57)  0.76
O (-2.38, -2.19, -0.07)  -0.52
O (-0.84, -2.18, 1.41)  -0.54
H (0.65, -0.87, -1.02)  0.32
H (0.56, 0.87, -0.95)  0.23
H (-1.76, 0.81, 0.21)  0.31
H (0.36, -0.39, 1.77)  0.33

The spin multiplicity is 1. The frontier orbital gap comes out at 10.740 eV. The calculation puts the LUMO energy at 0.03193 Eh. The calculation puts the largest force on an atom at 4.72 eV Å⁻¹. The value obtained for the HOMO energy is -9.9 eV. The calculation puts the total energy at -338.40748 hartree. For the energy above the lowest of the compared OMol25 structures with the same formula, charge and spin, the calculation gives 154.2 kcal per mole.

(2)
This record from the OMol25 dataset describes the molecule C2H4N2O2. The level of theory is the ωB97M-V functional and the def2-TZVPD basis.

Each line ends with the Mulliken charge.
Cartesian coordinates (Å):
N (1.94, -0.02, 0.11)  -0.33
C (0.70, -0.36, 0.56)  0.49
O (0.47, -1.00, 1.56)  -0.60
N (-0.26, 0.16, -0.34)  -0.47
C (-1.49, 0.00, -0.08)  0.19
O (-2.38, 0.50, -0.93)  -0.48
H (2.75, -0.25, 0.64)  0.23
H (2.01, 0.59, -0.69)  0.23
H (-1.92, -0.52, 0.78)  0.37
H (-1.81, 0.89, -1.62)  0.37

The spin multiplicity is 1. The structure (SMILES) is NC(=O)/N=C/O. The frontier orbital gap comes out at 10.860 eV. The calculation puts the LUMO energy at 0.03152 Eh. The calculation puts the largest force on an atom at 0.45 eV Å⁻¹. The value obtained for the HOMO energy is -10.0 eV. The calculation puts the total energy at -338.62910 hartree. For the energy above the lowest of the compared OMol25 structures with the same formula, charge and spin, the calculation gives 15.1 kcal per mole.

(3)
This record from the OMol25 dataset describes a cluster of 2 separate species, C2H4N2O2 in total at a distorted geometry. The level of theory is the ωB97M-V functional and the def2-TZVPD basis.

Each line ends with the Mulliken charge.
Cartesian coordinates (Å):
C (1.71, -0.87, 1.13)  -0.79
C (0.47, -0.14, 0.98)  0.41
N (-0.58, 0.35, 0.83)  -0.49
H (1.90, -0.59, 2.15)  0.26
H (2.46, -0.45, 0.31)  0.23
H (1.75, -1.86, 1.09)  0.35
O (-2.35, 0.39, -3.02)  -0.36
N (-2.03, 0.32, -1.86)  0.22
O (-2.02, 1.51, -1.17)  -0.35
H (-1.31, 1.34, -0.44)  0.52

The spin multiplicity is 1. The structure (SMILES) is CC#N.O=NO. The frontier orbital gap comes out at 10.044 eV. The calculation puts the LUMO energy at 0.01523 Eh. The calculation puts the largest force on an atom at 5.65 eV Å⁻¹. The value obtained for the HOMO energy is -9.6 eV. The calculation puts the total energy at -338.47218 hartree. For the energy above the lowest of the compared OMol25 structures with the same formula, charge and spin, the calculation gives 113.6 kcal per mole.

(4)
This record from the OMol25 dataset describes the molecule C2H4N2O2 at a distorted geometry. The level of theory is the ωB97M-V functional and the def2-TZVPD basis.

Each line ends with the Mulliken charge.
Cartesian coordinates (Å):
H (0.91, 0.05, 2.62)  0.30
N (0.65, -0.66, 1.89)  -0.45
C (0.21, -0.26, 0.91)  0.39
N (-0.17, -1.15, -0.18)  -0.33
O (-0.17, -0.34, -1.35)  -0.22
C (-0.51, 0.78, -0.94)  -0.10
O (0.37, 1.01, 0.25)  -0.37
H (0.47, -1.79, -0.52)  0.29
H (-0.23, 1.53, -1.79)  0.19
H (-1.53, 0.81, -0.89)  0.31

The spin multiplicity is 1. The structure (SMILES) is [H]/N=C1/NOCO1. The frontier orbital gap comes out at 10.493 eV. The calculation puts the LUMO energy at 0.03149 Eh. The calculation puts the largest force on an atom at 10.96 eV Å⁻¹. The value obtained for the HOMO energy is -9.6 eV. The calculation puts the total energy at -338.45503 hartree. For the energy above the lowest of the compared OMol25 structures with the same formula, charge and spin, the calculation gives 124.3 kcal per mole.

(5)
This record from the OMol25 dataset describes the ion C2H4N2O2 with charge +1 at a distorted geometry. The level of theory is the ωB97M-V functional and the def2-TZVPD basis.

Each line ends with the Löwdin spin population.
Cartesian coordinates (Å):
O (-0.58, -1.92, 0.21)  0.02
C (-0.07, -1.21, 1.05)  0.01
N (0.38, 0.13, 0.84)  0.06
C (0.17, 0.88, -0.37)  0.06
N (-0.79, 0.36, -1.21)  0.04
O (0.96, 1.89, -0.44)  0.80
H (0.23, -1.62, 1.99)  0.01
H (0.93, 0.59, 1.53)  0.00
H (-0.99, -0.66, -1.03)  0.00
H (-0.88, 0.47, -2.18)  0.00

The spin multiplicity is 2. The total charge is +1. The expectation value of S² is 0.756. The frontier orbital gap (spin up / spin down) comes out at 11.254 / 6.412 eV. The calculation puts the LUMO energy (spin up / spin down) at -0.19200 / -0.36724 Eh. The calculation puts the largest force on an atom at 3.59 eV Å⁻¹. The value obtained for the HOMO energy (spin up / spin down) is -16.5 / -16.4 eV. The calculation puts the total energy at -338.24872 hartree. For the energy above the lowest of the compared OMol25 structures with the same formula, charge and spin, the calculation gives 15.5 kcal per mole.

(6)
This record from the OMol25 dataset describes a structure of composition C2H4N2O2PS2 at a distorted geometry. The level of theory is the ωB97M-V functional and the def2-TZVPD basis.

Each line ends with the Löwdin spin population.
Cartesian coordinates (Å):
C (-0.25, -1.60, 1.45)  0.04
C (0.39, 0.85, 0.59)  0.03
N (-2.55, -0.58, -1.81)  0.27
N (-0.64, -0.17, 0.65)  0.29
O (-1.23, -2.26, 1.50)  0.04
O (0.88, -1.47, 1.87)  0.07
P (-1.45, -0.90, -2.91)  0.03
S (-2.29, -1.45, -4.60)  0.06
S (-2.22, -0.09, 0.36)  1.15
H (0.68, 1.21, 1.65)  0.01
H (1.27, 0.64, 0.05)  0.00
H (-0.03, 1.63, 0.03)  0.00
H (-3.59, -0.72, -1.85)  0.00

The spin multiplicity is 3. The total charge is -1. The expectation value of S² is 2.007. The frontier orbital gap (spin up / spin down) comes out at 6.475 / 5.669 eV. The calculation puts the LUMO energy (spin up / spin down) at 0.11535 / 0.03781 Eh. The calculation puts the largest force on an atom at 3.07 eV Å⁻¹. The value obtained for the HOMO energy (spin up / spin down) is -3.3 / -4.6 eV. The calculation puts the total energy at -1476.31130 hartree.

(7)
This record from the OMol25 dataset describes a structure of composition C2H4N2O2S at a distorted geometry. The level of theory is the ωB97M-V functional and the def2-TZVPD basis.

Each line ends with the Mulliken charge.
Cartesian coordinates (Å):
C (-0.76, 1.49, 0.03)  0.45
C (1.47, 0.30, 0.67)  -0.74
N (-0.96, 2.37, -0.65)  -0.39
N (-1.05, -1.62, 0.13)  0.34
O (-2.18, -1.74, 0.13)  -0.20
O (-0.52, -0.85, -1.38)  -0.57
S (-0.30, 0.35, 1.24)  -0.06
H (1.83, 1.35, 1.01)  0.28
H (1.32, 0.22, -0.46)  0.32
H (1.94, -0.43, 1.32)  0.33
H (-0.79, -1.43, -2.03)  0.26

The spin multiplicity is 1. The frontier orbital gap comes out at 9.026 eV. The calculation puts the LUMO energy at -0.02094 Eh. The calculation puts the largest force on an atom at 4.04 eV Å⁻¹. The value obtained for the HOMO energy is -9.6 eV. The calculation puts the total energy at -736.60951 hartree. For the energy above the lowest of the compared OMol25 structures with the same formula, charge and spin, the calculation gives 122.6 kcal per mole.

(8)
This record from the OMol25 dataset describes the molecule C2H4N2O2S at a distorted geometry. The level of theory is the ωB97M-V functional and the def2-TZVPD basis.

Each line ends with the Mulliken charge.
Cartesian coordinates (Å):
O (-0.74, -2.41, -0.98)  -0.43
C (-0.68, -1.22, -0.92)  0.11
S (0.79, -0.23, -1.07)  0.01
N (0.13, 1.25, -0.50)  -0.33
C (0.28, 1.70, 0.80)  0.16
N (0.03, 1.14, 1.93)  -0.46
O (-0.52, -0.07, 1.76)  -0.30
H (-1.55, -0.55, -0.72)  0.31
H (0.26, 2.01, -1.15)  0.29
H (0.65, 2.76, 0.92)  0.28
H (-0.70, -0.36, 2.66)  0.36

The spin multiplicity is 1. The structure (SMILES) is O=CSN/C=N\O. The frontier orbital gap comes out at 9.709 eV. The calculation puts the LUMO energy at 0.01793 Eh. The calculation puts the largest force on an atom at 2.38 eV Å⁻¹. The value obtained for the HOMO energy is -9.2 eV. The calculation puts the total energy at -736.70494 hartree. For the energy above the lowest of the compared OMol25 structures with the same formula, charge and spin, the calculation gives 62.7 kcal per mole.

(9)
This record from the OMol25 dataset describes a cluster of 2 separate species, C2H4N2O2S in total at a distorted geometry. The level of theory is the ωB97M-V functional and the def2-TZVPD basis.

Each line ends with the Mulliken charge.
Cartesian coordinates (Å):
C (1.81, -0.37, 1.20)  -0.60
C (0.79, -0.43, 0.43)  0.33
N (-1.84, 1.12, -0.66)  -0.37
N (0.11, -0.86, -0.62)  0.72
O (-0.13, -2.09, -0.42)  -0.59
O (-0.21, -0.18, -1.54)  -0.51
S (-1.30, 0.99, 0.94)  0.00
H (1.84, -0.04, 2.18)  0.25
H (2.85, -0.67, 0.86)  0.22
H (-2.58, 0.71, -1.11)  0.24
H (-1.33, 1.81, -1.25)  0.31

The spin multiplicity is 1. The frontier orbital gap (spin up / spin down) comes out at 7.567 / 7.570 eV. The calculation puts the LUMO energy (spin up / spin down) at -0.05116 / -0.05111 Eh. The calculation puts the largest force on an atom at 5.80 eV Å⁻¹. The value obtained for the HOMO energy (spin up / spin down) is -9.0 / -9.0 eV. The calculation puts the total energy at -736.52486 hartree. For the energy above the lowest of the compared OMol25 structures with the same formula, charge and spin, the calculation gives 175.7 kcal per mole.

(10)
This record from the OMol25 dataset describes a cluster of 2 separate species, C2H4N2O2S in total at a distorted geometry. The level of theory is the ωB97M-V functional and the def2-TZVPD basis.

Each line ends with the Mulliken charge.
Cartesian coordinates (Å):
C (-0.58, -0.77, 0.91)  0.02
C (1.03, 1.14, 0.09)  0.12
H (-1.35, 0.75, -0.80)  0.15
H (-0.33, -1.51, 1.74)  0.32
H (1.47, -1.02, -1.73)  0.37
H (1.92, 1.32, -0.54)  0.30
N (-1.85, -0.70, 0.72)  -0.32
N (0.49, -0.19, -0.02)  -0.01
O (1.49, -1.24, -0.42)  -0.49
O (0.28, 1.93, 0.46)  -0.42
S (-2.56, 0.27, -0.42)  -0.06

The spin multiplicity is 1. The frontier orbital gap comes out at 8.701 eV. The calculation puts the LUMO energy at -0.01534 Eh. The calculation puts the largest force on an atom at 6.24 eV Å⁻¹. The value obtained for the HOMO energy is -9.1 eV. The calculation puts the total energy at -736.59962 hartree. For the energy above the lowest of the compared OMol25 structures with the same formula, charge and spin, the calculation gives 128.8 kcal per mole.

Q: What is the largest force on an atom in the fifth record?
A: 3.59 eV Å⁻¹